No. 1
24
Properties=species:S:1:pos:R:3 method="wB97M-V/def2-TZVPD" e_lumo_ev=-3.4641 charge=+1 orbital_gap_ev=10.17 e_above_lowest_kj_mol=0.0 homo_energy_ev=-13.6 energy_ha=-1045.68158
C 0.16944 2.23881 -0.45755
C -2.44019 -0.68698 -1.27131
C -2.68856 0.53356 1.39201
C 2.03320 -0.73352 -1.14629
C 2.23136 -0.33803 1.70007
N -1.17152 1.67305 -0.64124
N -0.25950 -0.59366 0.59297
N 1.22932 1.59388 0.04795
P -1.59560 0.22230 -0.02134
P 1.14795 -0.06797 0.31361
H 0.13171 3.27798 -0.86469
H -3.49973 -0.58213 -1.10788
H -2.26366 -0.09360 -2.29188
H -2.14287 -1.68296 -1.34765
H -2.04971 1.10129 2.14159
H -3.60109 0.96356 0.95111
H -2.88712 -0.45668 1.67392
H 1.30020 -0.92120 -2.00313
H 2.68546 0.09112 -1.42432
H 2.41012 -1.75083 -0.88944
H 3.32015 -0.03268 1.35971
H 1.85414 0.24005 2.46757
H 2.18001 -1.33362 1.98684
H 1.93086 2.19542 0.51527


No. 2
27
Properties=species:S:1:pos:R:3 method="wB97M-V/def2-TZVPD" e_lumo_ev=-2.3202 charge=+1 orbital_gap_ev=10.18 e_above_lowest_kj_mol=24.4 homo_energy_ev=-12.5 energy_ha=-657.22441
H -2.33153 2.17208 -0.70802
N -1.80714 1.44724 -0.23145
C -0.62068 1.69575 0.16163
N -0.10913 2.98388 0.40285
N 0.18945 0.56790 0.31666
C -0.21492 -0.74565 0.20377
N -1.36180 -1.33004 -0.09267
C -2.57160 -0.86149 -0.19625
N -3.30104 -0.60612 0.97272
N -3.34791 -1.06406 -1.25615
N 0.73462 -1.72733 0.22346
C 2.11858 -1.54073 0.49865
C 2.88184 -0.68780 -0.66779
O 2.82215 0.69491 -0.29780
H -0.83927 3.61718 0.26290
H 0.72827 3.19658 0.90675
H 1.24972 0.73145 0.24920
H -2.82003 -0.16762 1.71899
H -4.36919 -0.59446 1.01956
H -2.95883 -1.71705 -1.94421
H -4.37489 -0.82894 -1.15925
H 0.22746 -2.56983 0.27831
H 2.52954 -2.59166 0.48451
H 2.18288 -0.96749 1.32593
H 3.90438 -0.98832 -0.71278
H 2.40271 -0.81134 -1.65097
H 3.17403 1.20435 -0.93225


No. 3
21
Properties=species:S:1:pos:R:3 method="wB97M-V/def2-TZVPD" e_lumo_ev=4.0976 charge=-1 orbital_gap_ev=6.82 e_above_lowest_kj_mol=19.6 homo_energy_ev=-2.7 energy_ha=-328.88630
C 2.58610 -0.22481 -0.68503
O 1.28262 -0.07267 -1.02910
C 2.81344 -0.95715 0.64645
H 3.10302 0.76572 -0.58464
H 3.17165 -0.77430 -1.47401
H 3.89251 -1.05887 0.85425
H 2.35785 -1.94835 0.63130
H 2.33838 -0.41427 1.46381
C -1.68975 -0.51909 0.04064
C -1.46774 0.96481 0.28871
C -2.52834 1.83360 -0.35428
N -0.58391 -1.27291 0.60033
H -1.78734 -0.65967 -1.04988
H -2.62701 -0.83520 0.50745
H -0.48197 1.18464 -0.11911
H -1.39504 1.13746 1.37114
H -3.54654 1.53097 -0.08693
H -2.45566 1.81038 -1.45186
H -2.42209 2.88991 -0.07800
H 0.22586 -1.11046 -0.05054
H -0.78602 -2.26972 0.55931


No. 4
21
Properties=species:S:1:pos:R:3 method="wB97M-V/def2-TZVPD" e_lumo_ev=-3.1198 charge=+1 orbital_gap_ev=12.31 e_above_lowest_kj_mol=89.7 homo_energy_ev=-15.4 energy_ha=-328.65208
C 2.24376 -0.17385 -0.00333
C 0.90089 0.50255 -0.27466
N -0.24420 -0.44524 -0.11447
C -1.31560 -0.00608 0.83081
C -0.73963 1.35609 1.42015
C 0.63627 1.61704 0.74700
H 2.82392 -0.16733 -0.94617
H 2.12611 -1.24010 0.27960
H 2.88435 0.38097 0.72162
H 0.80362 0.87126 -1.31404
H 0.06842 -1.36697 0.20076
H -0.49469 -0.74079 -1.09820
H -2.21843 0.26987 0.22293
H -1.57037 -0.80951 1.53364
H -1.45977 2.10439 1.12917
H -0.68016 1.43223 2.49327
H 1.45474 1.80286 1.44330
H 0.53828 2.62899 0.29584
H -2.10993 -1.83072 -2.18595
H -1.27790 -3.07518 -1.95195
O -1.19285 -2.12216 -2.06581


No. 5
21
Properties=species:S:1:pos:R:3 method="wB97M-V/def2-TZVPD" e_lumo_ev=-3.3246 charge=+1 orbital_gap_ev=9.83 e_above_lowest_kj_mol=41.0 homo_energy_ev=-13.2 energy_ha=-328.67063
O -0.60617 -0.76804 0.36713
C -0.88996 -1.77291 0.99839
C -2.07367 -1.81933 1.93686
C -0.07794 -3.04265 0.88673
H -2.59264 -0.84614 1.95023
H -1.74069 -2.05456 2.96175
H -2.78804 -2.59456 1.61240
H 0.34020 -3.31622 1.87004
H -0.71167 -3.87229 0.53077
H 0.75452 -2.90592 0.17614
C 0.92815 2.89775 -0.23064
C 0.63838 2.41289 -1.64779
N 1.19332 1.03994 -1.84680
H 0.46528 2.23318 0.51817
H 0.50979 3.91096 -0.10823
H 2.01377 2.94002 -0.04029
H -0.44934 2.37109 -1.84926
H 1.09595 3.07647 -2.40657
H 0.76525 0.37448 -1.17188
H 1.00298 0.69615 -2.80969
H 2.22254 1.03969 -1.69746